Density functional theory data (ωB97M-V/def2-TZVPD) for a cluster of 12 separate species, C64H140F12N8O24 in total at a distorted geometry.

Geometry as XYZ:
```
248
Properties=species:S:1:pos:R:3:forces:R:3
C 4.0835 -1.1843 -5.0103 -1.23 0.65 -0.05
C 3.6166 -2.1985 -5.9896 -0.43 -0.49 -0.18
O 2.4948 -1.7496 -6.8016 -0.20 -0.09 -0.32
C 2.0338 -2.6457 -7.6981 -1.19 1.96 0.59
O 2.4741 -3.6971 -7.9569 1.28 -1.93 -0.42
C 0.6490 -2.1934 -8.3036 0.92 -0.70 0.90
F 0.0214 -3.2345 -8.8651 0.65 0.45 -0.92
F -0.1048 -1.8614 -7.3004 -1.32 1.04 1.53
F 0.7411 -1.1263 -9.0943 0.05 -0.28 -0.80
H 4.8150 -1.6280 -4.3766 0.78 -0.41 0.39
H 3.2463 -0.9265 -4.3509 0.17 0.38 -0.17
H 4.5014 -0.3232 -5.5032 0.05 0.51 0.02
H 3.3009 -3.0578 -5.4308 -0.40 -0.70 0.09
H 4.3965 -2.5113 -6.6412 0.68 -0.24 -0.67
C 4.4409 5.1730 -0.9494 -1.07 0.53 -0.99
C 4.5463 4.2661 0.2286 0.62 -0.95 -0.55
O 5.5878 3.2687 -0.0820 1.09 1.81 1.68
C 5.3015 2.2249 -0.7365 -1.07 -1.22 -1.00
O 4.2329 1.9621 -1.2336 0.30 -0.36 -0.16
C 6.4790 1.2264 -0.7272 -0.49 -0.62 -0.90
F 7.6705 1.8088 -0.8490 -0.13 -0.08 0.42
F 6.3851 0.5218 0.4057 0.47 0.19 0.41
F 6.3552 0.3413 -1.7270 0.01 0.29 0.01
H 3.8297 6.0542 -0.7144 0.24 -0.18 0.05
H 3.9391 4.7006 -1.8187 0.16 -0.02 0.62
H 5.4062 5.4877 -1.3244 0.35 0.18 0.28
H 3.6508 3.7136 0.4606 -0.34 -0.08 -0.21
H 4.9079 4.7106 1.1377 0.24 0.39 0.24
C -0.1363 -2.7480 3.7821 -0.48 0.45 0.48
C -1.5017 -3.1355 3.3079 -0.38 -0.64 -0.24
O -2.5142 -2.8936 4.3553 1.00 -0.33 -0.29
C -2.5797 -3.8195 5.3157 -0.55 1.11 -1.27
O -1.9831 -4.8372 5.4307 0.76 -0.37 0.04
C -3.7387 -3.4527 6.2205 -1.52 -0.95 1.56
F -3.3972 -2.8742 7.3725 0.68 0.41 -0.03
F -4.6553 -2.6702 5.6500 0.15 -0.29 -0.11
F -4.3198 -4.6275 6.5927 -0.11 0.57 -0.50
H 0.0956 -3.4365 4.5963 0.66 0.41 0.02
H -0.0950 -1.6898 4.0382 -0.36 -0.01 0.70
H 0.5893 -2.7290 2.9929 0.31 -0.87 -0.58
H -1.5269 -4.2277 3.0992 -0.17 0.85 -0.09
H -1.7970 -2.5390 2.4392 -0.34 -0.22 0.23
C 0.3730 -5.2413 1.2093 1.16 -0.52 1.50
C -0.3799 -4.7463 0.0152 -1.00 -0.39 0.55
O -1.3360 -5.7641 -0.3719 -0.41 -1.07 -0.31
C -0.9078 -6.6728 -1.2440 0.16 1.12 0.87
O 0.0944 -6.6304 -1.8825 0.74 0.04 -0.37
C -1.8358 -7.8555 -1.3927 -1.50 -1.09 0.35
F -2.3221 -8.3588 -0.2308 0.66 0.44 -0.25
F -2.9157 -7.5382 -2.1176 -0.15 0.43 -0.29
F -1.2121 -8.8312 -2.0299 0.26 -0.30 -0.04
H 0.9106 -6.2125 1.0320 -0.28 1.01 -0.25
H -0.2763 -5.4891 2.0919 0.38 0.52 -0.88
H 1.1345 -4.4639 1.5216 -0.79 -0.91 -0.33
H 0.2313 -4.5535 -0.8251 0.76 0.42 -0.70
H -1.0230 -3.9006 0.2374 0.18 0.31 0.01
C -5.6986 5.9207 9.5142 0.13 -1.57 0.09
O -5.1657 4.5933 9.6659 -0.36 0.85 -0.25
C -4.8692 3.9046 8.4670 0.77 0.98 0.26
C -3.9124 4.7006 7.5717 0.58 0.14 1.16
N -3.1995 3.8685 6.6390 -0.14 0.03 -1.12
C -2.1342 3.1381 7.2951 -0.10 0.78 2.21
C -1.4507 2.1446 6.4715 -0.69 -1.43 -2.44
O -1.0260 2.9117 5.3244 -1.02 0.77 1.55
C -0.4304 2.1950 4.3204 0.27 -1.74 1.30
H -5.9589 6.1610 10.5241 -0.18 0.66 0.44
H -6.5997 5.8686 8.9128 -0.27 0.22 -0.27
H -4.9876 6.6239 9.0928 0.15 0.12 -0.02
H -5.7312 3.6913 7.8391 -0.48 -0.35 0.27
H -4.4064 3.0297 8.8939 0.04 -0.69 -0.60
H -3.1794 5.2663 8.1874 -0.33 -0.17 0.23
H -4.4811 5.4525 7.0537 -0.26 0.24 -0.52
H -2.7590 4.5189 5.9771 -0.23 -0.73 0.06
H -2.4970 2.7372 8.2704 0.24 -0.02 -0.83
H -1.3596 3.8426 7.5473 0.58 0.62 0.58
H -2.2068 1.3748 6.1333 0.71 0.47 0.08
H -0.6124 1.5858 6.9361 -0.25 0.58 0.00
H -0.2165 2.8380 3.5245 0.40 0.94 -1.28
H -1.0717 1.3805 3.9972 -0.16 -0.31 -0.38
H 0.4669 1.7691 4.7619 0.61 -0.38 -0.57
C -4.3221 6.2186 -4.0265 -0.44 0.49 -1.13
O -4.4090 4.9649 -3.4057 -0.14 0.36 0.22
C -5.0595 5.0244 -2.1536 -0.12 -0.49 0.75
C -5.0882 3.5811 -1.6424 1.41 0.40 -2.83
N -3.7448 3.0872 -1.3931 0.59 0.16 0.10
C -3.2617 3.5751 -0.0992 1.45 0.43 -0.16
C -3.8097 2.7049 1.0157 0.35 -0.44 -0.07
O -3.6876 3.3973 2.2342 -0.22 0.20 0.15
C -4.1667 2.6720 3.3639 0.83 -1.22 -1.81
H -3.7997 6.0406 -4.9819 -0.18 0.28 0.41
H -3.8262 7.0334 -3.4755 0.30 -0.58 0.30
H -5.3255 6.6397 -4.2469 0.24 -0.38 -0.04
H -6.1079 5.3398 -2.2066 0.08 0.47 -0.37
H -4.4818 5.7037 -1.5061 -0.33 -0.10 0.08
H -5.4896 3.0400 -2.5115 -0.08 -0.17 0.26
H -5.7315 3.3933 -0.8369 -0.77 0.03 1.30
H -3.0914 3.2919 -2.1917 -1.14 -0.01 1.26
H -3.4286 4.6724 0.1579 -0.16 -1.10 -0.48
H -2.1584 3.4488 -0.1201 -0.54 0.17 0.17
H -3.2408 1.7363 1.0116 -0.36 0.57 0.27
H -4.8458 2.4508 0.7885 -0.27 -0.05 0.17
H -3.7749 1.6411 3.2352 -0.45 0.24 0.53
H -5.2313 2.6787 3.4851 -0.89 -0.13 -0.45
H -3.7859 3.1052 4.2320 0.94 0.70 1.36
C 1.6810 -2.1514 -1.9178 -0.20 -0.70 -0.06
O 2.1725 -2.6305 -0.6810 1.13 0.70 0.55
C 3.5662 -2.2809 -0.4680 -0.28 0.91 -1.48
C 4.0670 -3.0157 0.7449 -0.01 0.34 -0.93
N 5.2298 -2.4123 1.3205 0.71 0.26 0.68
C 5.5009 -3.0071 2.6253 -0.36 1.57 0.31
C 6.6998 -2.3344 3.2996 -0.13 -0.87 0.23
O 6.4867 -0.9653 3.4557 -1.89 0.60 0.36
C 7.5129 -0.0591 3.7532 0.96 -1.06 0.47
H 1.7021 -1.0688 -2.1053 -0.16 0.00 0.75
H 0.6699 -2.5845 -2.0294 0.38 0.45 -0.05
H 2.3338 -2.5651 -2.6632 0.22 -0.44 -0.94
H 3.6622 -1.1634 -0.3301 -0.22 -0.88 -0.04
H 4.1697 -2.5052 -1.3911 -0.52 -0.02 0.65
H 4.2908 -4.0530 0.4954 -0.17 -0.11 0.12
H 3.2333 -2.9497 1.4056 -0.96 -0.52 1.02
H 5.1361 -1.4049 1.4592 -0.16 -0.30 -0.22
H 5.7075 -4.0394 2.4803 0.43 -1.02 -0.06
H 4.6069 -2.9802 3.3097 0.51 0.18 -0.40
H 7.5687 -2.4783 2.6899 0.74 -0.26 -0.53
H 6.8431 -2.9039 4.2365 0.18 0.57 0.13
H 7.1404 0.9518 3.6451 -0.31 0.04 0.59
H 8.2652 -0.1349 2.9997 0.91 -0.18 -0.75
H 8.0382 -0.2801 4.7246 -0.80 0.47 -0.56
C 0.0759 1.2264 -6.2448 0.42 -1.20 1.77
O 1.0986 1.8604 -5.4845 -0.39 -0.37 -1.19
C 0.8054 1.8035 -4.1312 -1.06 1.37 -0.17
C 1.9026 2.5891 -3.4423 -1.76 0.68 0.27
N 1.5096 2.8086 -2.0587 0.10 -0.52 0.56
C 0.5222 3.8694 -1.8101 0.57 -0.33 -0.14
C 0.4136 4.2329 -0.3555 -2.03 -0.90 0.53
O 1.5525 4.8161 0.1104 1.79 1.50 1.25
C 1.6049 5.0100 1.5541 0.47 0.57 -1.08
H 0.3125 1.3479 -7.2787 -0.09 -0.15 -0.60
H -0.9357 1.5045 -5.9569 -0.13 1.15 -0.31
H 0.0305 0.1803 -5.8826 0.43 -0.11 -0.87
H 0.6689 0.7899 -3.7310 0.39 -0.17 -0.06
H -0.2072 2.2897 -4.0359 0.66 -0.17 0.49
H 2.0650 3.5555 -3.9545 -0.13 -0.29 -0.18
H 2.7940 2.0168 -3.5363 0.91 -0.41 0.37
H 2.3703 2.9070 -1.5336 -0.32 0.33 0.38
H -0.4807 3.6001 -2.1878 0.45 -0.08 0.14
H 0.8275 4.7770 -2.2997 0.05 0.74 -0.68
H 0.2502 3.3281 0.2423 -0.34 -0.35 -0.07
H -0.4804 4.8763 -0.1750 0.40 -0.17 -0.31
H 2.6151 4.6680 1.8312 -0.46 0.53 0.26
H 0.9034 4.3208 1.9956 -0.43 -0.06 0.47
H 1.4102 6.0923 1.8945 0.22 -1.60 -0.72
C -6.0286 -6.3332 -5.3429 0.22 -0.03 0.45
O -5.9253 -4.9470 -5.5931 0.18 0.11 1.29
C -5.5601 -4.5174 -6.8927 -1.07 -1.02 0.93
C -6.1133 -3.1299 -6.9865 1.89 0.81 -0.11
N -5.2686 -2.2333 -6.1781 0.24 0.36 -0.34
C -5.2469 -0.8130 -6.5311 -1.08 0.76 0.45
C -4.0441 0.0149 -6.0302 -0.39 -0.94 -1.05
O -4.1044 0.1352 -4.6320 -0.03 -0.24 0.04
C -2.9540 0.7935 -4.1873 1.31 -0.18 -0.62
H -5.3883 -6.8624 -6.0564 -0.07 -0.31 0.22
H -7.0807 -6.6197 -5.4909 0.27 -0.28 0.07
H -5.7162 -6.5894 -4.2736 -0.35 0.52 -1.46
H -6.0641 -5.1843 -7.6017 0.22 0.09 -0.34
H -4.4746 -4.5559 -6.9849 0.08 0.13 -0.34
H -7.1545 -3.1024 -6.7084 -0.53 -0.07 -0.09
H -5.9427 -2.8528 -8.0106 -0.39 0.47 -0.69
H -5.4609 -2.4136 -5.2177 0.01 0.15 0.78
H -6.0901 -0.1726 -6.1518 -0.04 -0.89 -0.13
H -5.3741 -0.8132 -7.6175 0.53 0.46 0.01
H -4.0741 1.0399 -6.4849 0.15 -0.78 0.09
H -3.1357 -0.5426 -6.3098 0.18 0.40 -0.04
H -3.0104 0.9107 -3.1192 0.07 -0.12 0.43
H -2.8884 1.7951 -4.6341 -0.02 0.06 -0.01
H -1.9943 0.2407 -4.5052 -1.28 0.58 0.63
C 0.9213 5.9654 5.3202 -0.13 0.35 -0.07
O 2.2430 5.6383 5.7309 -0.53 -0.70 -0.98
C 2.9096 4.9155 4.6789 -0.28 0.60 0.90
C 4.2803 4.5259 5.2033 0.48 -0.24 -0.30
N 4.8441 3.4823 4.2979 1.44 1.04 0.73
C 4.5572 2.0995 4.6338 0.28 -0.67 -0.11
C 5.0497 1.5947 6.0095 0.34 0.92 0.26
O 6.3795 2.1072 6.2773 -0.77 -0.68 -0.73
C 6.7440 2.0402 7.6384 -0.83 -0.79 -0.19
H 0.4866 6.5536 6.1361 -0.11 -0.32 -0.18
H 0.2933 5.0913 5.0500 0.37 0.12 0.56
H 0.9014 6.5986 4.4164 0.32 0.06 0.16
H 3.0244 5.6197 3.8405 0.01 -0.36 -0.07
H 2.3054 4.0393 4.3414 0.36 0.40 0.31
H 4.2692 4.2246 6.2644 -0.41 -0.12 -0.29
H 4.9254 5.4350 5.2095 -0.28 -0.70 -0.31
H 5.8738 3.5594 4.3922 -0.85 0.04 -0.28
H 5.0343 1.5038 3.8390 -0.17 0.04 0.28
H 3.4856 1.9076 4.5444 -0.05 -0.07 0.12
H 4.9953 0.4915 6.0860 0.23 0.37 -0.16
H 4.4063 2.0111 6.7858 -0.26 -0.07 0.16
H 6.2721 2.8366 8.1996 -0.46 0.11 0.34
H 7.7869 2.2207 7.6807 1.12 0.00 0.06
H 6.5131 1.0410 8.0814 0.13 0.67 -0.20
C -2.9478 -3.6990 -2.2287 -2.35 -1.09 -0.07
O -1.6835 -3.3652 -2.6545 1.41 0.45 -0.80
C -1.5698 -2.7907 -3.9976 -1.47 0.30 0.84
C -1.8167 -3.6624 -5.2238 0.39 -0.92 0.28
N -0.5328 -4.2116 -5.7044 -0.15 -0.37 0.43
C 0.1501 -5.1597 -4.7868 -0.39 0.09 -1.54
C 1.0634 -6.0411 -5.6676 0.89 0.42 0.33
O 0.3772 -6.7344 -6.6746 -0.89 -1.09 0.79
C -0.3453 -7.8887 -6.1374 -0.27 1.09 -2.42
H -3.1806 -3.5512 -1.1446 0.94 0.16 -0.67
H -3.1845 -4.7700 -2.4289 0.20 0.42 0.05
H -3.7375 -3.1406 -2.7648 0.26 0.02 0.03
H -0.5560 -2.4214 -4.0504 0.24 0.29 0.00
H -2.3077 -1.9601 -4.0414 0.48 -0.20 0.13
H -2.2888 -3.0524 -6.0041 0.37 0.03 0.07
H -2.5777 -4.4473 -5.0142 0.30 0.17 0.19
H -0.6883 -4.7584 -6.5419 -0.17 0.14 -0.27
H -0.5550 -5.7911 -4.2524 -0.28 -0.29 0.11
H 0.6999 -4.6317 -4.0298 0.49 0.28 0.34
H 1.6080 -6.7599 -5.0305 -0.09 0.22 -0.03
H 1.8177 -5.4780 -6.2496 -0.35 0.21 0.65
H 0.0803 -8.2163 -5.2076 0.23 -0.37 0.34
H -0.2658 -8.6043 -6.9848 -0.11 -0.04 0.99
H -1.4115 -7.6275 -6.0253 0.33 -0.13 0.23
C -3.3698 -0.7412 -0.7868 -1.06 0.10 -0.49
O -2.2668 -1.0772 0.0318 -0.19 0.25 -0.30
C -1.1300 -0.3177 -0.3170 1.07 -1.42 -1.03
C -0.0637 -0.3685 0.7641 -0.11 2.15 0.16
N 1.1403 0.2892 0.1902 0.20 0.82 1.43
C 1.9893 1.0296 1.2010 0.41 -1.16 -2.21
C 2.7258 0.0447 2.0954 0.62 0.88 0.93
O 2.0639 0.0161 3.3721 0.51 -0.31 0.16
C 2.5341 -1.0452 4.2043 -0.83 -0.72 -1.44
H -3.4459 0.3363 -0.8779 0.02 0.47 0.03
H -4.2863 -1.0503 -0.2671 0.28 -0.23 -0.15
H -3.4266 -1.1126 -1.8571 0.67 -0.10 1.23
H -1.3810 0.7255 -0.6217 0.06 -0.47 0.50
H -0.6298 -0.8081 -1.1791 -0.49 0.36 -0.17
H 0.2141 -1.3424 1.1746 -0.30 -0.19 -0.47
H -0.5122 0.2200 1.5955 0.52 -0.17 0.07
H 0.9567 0.9118 -0.6089 -0.19 -0.25 0.53
H 1.5101 1.8165 1.7926 -0.32 -0.19 0.12
H 2.7702 1.5122 0.5758 -0.54 -0.08 0.33
H 3.7845 0.4156 2.2062 -0.71 -0.31 0.29
H 2.8153 -0.9562 1.6597 -0.46 0.12 0.02
H 3.5772 -1.0055 4.4367 0.94 0.42 0.05
H 2.3688 -1.9853 3.6240 0.24 0.34 0.68
H 1.9715 -1.0908 5.1302 -0.25 0.21 -0.01
```
Positions in Å, forces in eV/Å.

Calculated values
Energy relative to the best compared isomer or geometry (same formula, charge and spin) = 0.0 kJ/mol
Frontier orbital gap = 9.1 eV
Largest force on an atom = 0.0621 hartree/bohr
Highest occupied orbital energy = -8.6 eV
LUMO = 0.49 eV